1.
{"formula": "C21H15Cl2N3O7STc", "method": "ωB97M-V/def2-TZVPD", "symbols": ["Tc", "Cl", "Cl", "S", "O", "O", "O", "O", "O", "O", "O", "N", "N", "N", "C", "C", "C", "C", "C", "C", "C", "C", "C", "C", "C", "C", "C", "C", "C", "C", "C", "C", "C", "C", "C", "H", "H", "H", "H", "H", "H", "H", "H", "H", "H", "H", "H", "H", "H", "H"], "coordinates": [[4.1352, -12.2577, 16.1451], [0.9101, -10.6500, 19.3512], [5.0157, -9.3376, 22.5238], [4.7949, -10.1411, 14.9005], [1.4593, -11.3740, 13.5787], [4.8385, -10.0220, 16.4200], [-2.8955, -11.7441, 14.6033], [5.8884, -10.5576, 14.0885], [-1.5765, -15.1122, 16.4836], [2.8682, -11.8557, 17.7354], [5.5544, -12.9934, 17.3740], [2.9046, -13.7309, 16.0211], [3.5411, -11.2507, 14.6966], [-1.2373, -13.3733, 15.0606], [-2.6660, -13.0444, 15.0969], [3.5959, -6.7700, 13.1048], [0.7070, -14.5103, 16.0510], [-0.7732, -14.3865, 15.9100], [2.4958, -15.8453, 16.9037], [1.5612, -13.5108, 15.7556], [4.8031, -11.4730, 19.1551], [3.9229, -8.8417, 14.1143], [3.3873, -11.2852, 18.7759], [5.2571, -10.9272, 20.3798], [1.1433, -15.6723, 16.6961], [4.3652, -10.1076, 21.1811], [2.2387, -7.1576, 12.8008], [1.7358, -8.4329, 13.0472], [5.7830, -12.2362, 18.4110], [2.5318, -10.5888, 19.6887], [3.0045, -9.9838, 20.8418], [2.4468, -10.6902, 13.9250], [4.4173, -7.6023, 13.7647], [3.3370, -14.7698, 16.7518], [2.6760, -9.2900, 13.6642], [2.9493, -16.7355, 17.3454], [-0.6280, -12.6416, 14.7519], [3.8296, -5.7198, 12.8585], [0.3580, -16.3406, 17.0485], [0.8029, -8.8159, 12.6803], [-3.8563, -11.5108, 14.6971], [5.4398, -7.3786, 14.0186], [2.3303, -9.5246, 21.5608], [-2.9684, -13.1539, 16.1380], [-3.3264, -13.8072, 14.6568], [1.3427, -12.5948, 15.2286], [4.4431, -14.7052, 16.9333], [6.2572, -11.1042, 20.6893], [6.8092, -12.2012, 18.7913], [1.6713, -6.3090, 12.3386]], "atomic_forces_ev_per_a": [[-1.3, 0.5, 4.1], [-1.8, 0.2, -0.3], [0.1, 0.4, 0.8], [-1.3, 2.1, -0.8], [3.2, 2.0, 1.3], [0.6, -1.5, -2.6], [-0.4, 0.0, 0.0], [0.7, 0.0, 1.1], [1.5, 0.3, -0.3], [1.3, -0.6, -2.5], [0.5, 1.8, 1.3], [-1.7, 0.3, 0.3], [-0.6, 0.9, -1.5], [0.1, -1.0, 0.9], [-1.1, -0.5, 1.0], [-3.0, 1.4, -0.9], [-1.1, -0.6, 0.9], [-2.8, 1.5, -1.3], [0.9, -0.8, 1.6], [2.2, -0.5, -0.6], [-0.4, -0.1, -0.5], [-0.7, 0.0, -0.5], [1.7, 0.4, 2.2], [-2.6, 1.8, 0.5], [0.0, 0.2, -0.2], [1.5, -1.9, -2.1], [0.5, 1.5, -0.3], [2.1, 0.2, -0.1], [-1.2, -0.3, 0.2], [1.8, -0.6, -0.6], [0.9, -0.7, 0.1], [-3.1, -2.8, -0.7], [1.6, -1.0, 1.1], [1.0, -0.6, -1.9], [-0.2, 0.7, 0.3], [-0.5, 0.1, 0.0], [0.1, 0.2, -0.3], [0.3, -0.9, 0.1], [0.3, -0.2, -0.3], [-0.4, 0.1, 0.1], [1.4, -0.5, -0.1], [0.1, 0.4, 0.0], [0.0, 0.1, -0.3], [0.1, 0.4, 0.4], [0.7, 0.1, -0.8], [-0.2, -0.1, 0.1], [-1.4, -0.9, 0.3], [0.7, 0.1, 0.3], [-0.1, -0.3, -0.1], [0.1, -1.3, 0.4]], "e_homo_ev": [-14.36, -14.34], "s2": 3.794, "charge": 2, "multiplicity": 4, "e_lumo_ev": [-9.03, -9.38], "homo_lumo_gap_ev": [5.329, 4.954]}

=====

2.
{"formula": "C3H5NO2", "method": "ωB97M-V/def2-TZVPD", "symbols": ["O", "O", "N", "C", "C", "C", "H", "H", "H", "H", "H"], "coordinates": [[-1.0831, -0.7760, 0.1452], [-3.1940, 0.3579, -0.1566], [-2.1042, 0.3740, -0.5371], [0.0635, -0.1295, 0.1960], [1.2666, -0.9897, -0.0643], [0.0813, 1.2369, 0.1835], [0.9899, 1.7727, -0.0440], [2.1813, -0.4021, -0.0831], [-0.6867, 1.8168, 0.6669], [1.1531, -1.5078, -1.0179], [1.3322, -1.7532, 0.7115]], "atomic_forces_ev_per_a": [[-1.9, 0.4, 0.6], [2.9, -0.4, -0.4], [-2.1, -0.7, 0.3], [0.8, 1.5, -1.4], [-0.2, -0.1, -0.1], [0.6, -0.9, 1.1], [0.2, -0.1, 0.1], [0.0, 0.0, 0.1], [-0.4, 0.1, -0.3], [0.0, 0.0, 0.0], [0.1, 0.0, 0.0]], "e_above_lowest_kj_mol": 441.6, "e_homo_ev": [-8.73, -8.73], "charge": 0, "e_lumo_ev": [-0.66, -0.66], "homo_lumo_gap_ev": [8.074, 8.073], "smiles": "C=C(C)ON=O"}

=====

3.
{"formula": "C5H12N3", "method": "ωB97M-V/def2-TZVPD", "symbols": ["N", "N", "N", "C", "C", "C", "C", "C", "H", "H", "H", "H", "H", "H", "H", "H", "H", "H", "H", "H"], "coordinates": [[-1.5522, 2.5576, -0.6334], [2.2757, -0.6858, 0.8639], [-1.2367, 1.3262, -0.8963], [0.3211, -0.3640, -0.0442], [-1.9643, 0.2495, -0.2625], [-0.9808, -0.8446, -0.6428], [1.7562, -0.6781, -0.5626], [0.8366, -0.7576, 1.3137], [2.0228, -1.5248, -1.1751], [-1.1558, -1.8388, -0.2215], [0.7119, -1.8801, 1.4937], [0.5175, -0.1951, 2.2386], [-2.1238, 2.8599, 0.2534], [-1.0692, -0.8275, -1.7381], [2.8882, -1.4699, 1.0584], [-1.9679, 0.2860, 0.8117], [2.8432, 0.2130, 1.1131], [2.0929, 0.2794, -1.0789], [-1.2203, 3.1829, -1.3689], [-2.9950, 0.1121, -0.5222]], "atomic_forces_ev_per_a": [[-1.4, 0.8, 1.7], [1.5, 2.3, -0.1], [0.1, 0.0, -0.2], [0.9, -1.3, -1.3], [1.2, -0.3, 0.8], [0.0, -0.3, 0.4], [-0.7, 3.6, -1.3], [-1.3, -1.1, 1.8], [0.0, -0.5, 0.2], [-0.6, -0.1, -0.3], [-0.3, 1.3, 0.0], [0.8, -0.5, -0.9], [1.4, -0.5, -2.5], [0.9, -0.5, 0.3], [-0.2, -0.2, 0.4], [-0.1, 0.5, 1.0], [-1.5, -1.9, -0.5], [0.1, -1.4, 0.4], [-0.4, 0.3, 0.9], [-0.6, 0.1, -0.8]], "e_above_lowest_kj_mol": 592.3, "e_homo_ev": [-10.64, -11.93], "charge": 1, "e_lumo_ev": [-3.76, -3.27], "homo_lumo_gap_ev": [6.884, 8.660]}

=====

4.
{"formula": "C5H15N3", "method": "ωB97M-V/def2-TZVPD", "symbols": ["N", "N", "N", "C", "C", "C", "C", "C", "H", "H", "H", "H", "H", "H", "H", "H", "H", "H", "H", "H", "H", "H", "H"], "coordinates": [[-2.9088, -0.4283, -1.8455], [0.3027, 0.6858, 2.0109], [0.4182, 0.8974, -0.7531], [1.6180, -1.3357, 1.8604], [1.5043, 0.1372, 1.4324], [-0.5240, 0.0344, -1.4460], [-1.9673, 0.4933, -1.2293], [1.5722, 0.2142, -0.1443], [2.4587, -1.8309, 1.3714], [2.4603, 0.8048, -0.3695], [0.3205, 1.6967, 2.0315], [-0.5099, 0.4433, 1.4580], [-3.7402, 0.0293, -2.1862], [-0.3247, -0.0088, -2.5146], [-0.4321, -0.9981, -1.0944], [1.6369, -0.8059, -0.5034], [-3.1808, -1.1566, -1.1981], [0.7911, 1.5594, -1.4165], [0.6803, -1.8303, 1.5758], [1.6494, -1.3803, 2.9552], [-2.1018, 0.6167, -0.1492], [2.3576, 0.6834, 1.8249], [-2.0807, 1.4789, -1.6703]], "atomic_forces_ev_per_a": [[0.1, -0.2, 0.0], [-0.2, 0.2, 0.6], [0.7, -0.1, -0.1], [-0.5, 0.6, 0.2], [-0.1, -0.7, -0.6], [-0.4, -0.2, 0.0], [0.4, -0.1, 0.1], [-0.5, 0.8, 0.8], [0.0, -0.1, 0.2], [0.1, -0.3, -0.3], [0.0, 0.0, -0.1], [0.1, 0.0, -0.1], [-0.1, 0.0, 0.1], [0.0, 0.0, -0.3], [0.0, 0.1, 0.2], [0.4, -0.2, -0.4], [-0.1, 0.0, -0.1], [-0.2, 0.2, 0.0], [0.2, -0.1, -0.1], [0.3, -0.2, -0.3], [-0.2, 0.0, 0.0], [0.1, 0.1, 0.2], [-0.1, 0.2, -0.1]], "e_above_lowest_kj_mol": 110.0, "e_homo_ev": -8.84, "charge": 0, "e_lumo_ev": 1.05, "homo_lumo_gap_ev": 9.893, "smiles": "C[C@H](N)CNCCN"}